1.
Formula: C8H17N4O
Source: OMol25
Level of theory: ωB97M-V with the def2-TZVPD basis set

The energy above the lowest of the compared OMol25 structures with the same formula, charge and spin comes out at 319.32 kJ/mol. As for the spin multiplicity: 1. The value obtained for the lowest unoccupied orbital energy (alpha / beta) is -0.11638 / -0.11623 Eh. As for the HOMO-LUMO gap (alpha / beta): 7.32 / 7.33 eV. The value obtained for the max |F| is 3.23 eV/Å. The charge is +1. The value obtained for the calculated total energy is -16570.3690 eV.

Last column: Löwdin charge in e.
Element x y z (Å)
1 O -2.807958 0.834177 -0.930822  0.0283
2 N 0.961652 0.070560 0.139741  -0.1927
3 N 4.462572 0.574587 0.245845  0.1050
4 N -0.993001 -1.278502 -0.198407  -0.1954
5 N 1.215092 0.176256 -1.173362  0.0587
6 C -0.323033 -0.187925 0.576610  -0.0776
7 C -0.128855 -2.434512 -0.517485  0.0062
8 C 2.507389 0.405586 -1.282975  -0.0688
9 C 2.094956 0.240213 0.882428  -0.0009
10 C 3.128539 0.458875 -0.008089  -0.3159
11 C -2.222332 -1.726330 0.477684  -0.0105
12 C -1.733378 1.522324 -0.520228  -0.1835
13 C -1.837685 2.565785 0.524010  -0.0540
14 H 2.079548 0.195943 1.952145  0.1229
15 H -0.708758 -3.192327 -1.040740  0.1097
16 H 5.049604 0.904302 -0.498850  0.0983
17 H -2.755296 -0.876455 0.895268  0.0923
18 H 0.273371 -2.859027 0.400885  0.1151
19 H -0.961935 1.594796 -1.276069  0.1158
20 H -2.873599 -2.240846 -0.227692  0.1165
21 H -1.965884 -2.409375 1.287170  0.1142
22 H 2.960575 0.520884 -2.246506  0.1135
23 H 0.688958 -2.111542 -1.159090  0.0921
24 H -2.309651 3.467254 0.119710  0.1006
25 H -0.415249 -0.308987 1.646513  0.1325
26 H -2.435406 2.228996 1.371961  0.0926
27 H 4.748963 0.813977 1.182569  0.1026
28 H -3.589803 1.054019 -0.401044  0.1358
29 H -0.848724 2.847227 0.875586  0.0926
30 H -1.260681 -0.849945 -1.096777  0.1539

Atomic forces in eV per Å
O 0.01 0.43 -0.19
N 0.74 -0.04 -0.40
N 0.57 0.01 0.30
N 0.27 0.07 -0.24
N -0.70 0.14 -0.21
C -2.27 1.90 -1.29
C 0.57 -0.66 -0.25
C 0.13 -0.02 0.55
C 0.49 0.05 -0.19
C -0.79 -0.23 0.00
C -0.60 -0.14 0.39
C 1.35 -1.59 1.52
C -0.26 0.19 -0.04
H 0.00 -0.06 0.23
H -0.11 0.05 0.03
H 0.06 0.12 0.12
H 0.14 0.04 -0.05
H -0.09 0.10 0.04
H 0.02 -0.08 -0.09
H 0.15 0.03 -0.03
H 0.13 0.07 -0.07
H 0.10 0.01 -0.26
H -0.11 0.04 0.12
H -0.03 0.03 -0.08
H -0.01 -0.16 0.04
H 0.01 -0.02 0.00
H 0.05 0.05 -0.27
H 0.11 -0.07 0.01
H 0.04 -0.05 -0.01
H 0.05 -0.18 0.33

=====

2.
Formula: C4H12
Source: OMol25
Level of theory: ωB97M-V with the def2-TZVPD basis set

The energy above the lowest of the compared OMol25 structures with the same formula, charge and spin comes out at 123.29 kJ/mol. As for the spin multiplicity: 1. The value obtained for the lowest unoccupied orbital energy is 0.03874 Eh. As for the HOMO-LUMO gap: 12.20 eV. The value obtained for the max |F| is 4.79 eV/Å. As for the structure (SMILES): CC.CC. The value obtained for the calculated total energy is -4341.2504 eV.

Last column: Löwdin charge in e.
Element x y z (Å)
1 C -1.951890 -1.349096 0.374203  -0.1898
2 C 1.263560 0.780798 -1.542587  -0.1638
3 C 2.335020 1.294313 -0.648670  -0.1922
4 C -1.648608 -0.729726 1.754663  -0.1960
5 H 1.195074 1.504446 -2.308812  0.0481
6 H 2.564069 0.564148 0.224662  0.1055
7 H -2.328692 -0.377089 -0.221526  0.1015
8 H 1.486077 -0.306722 -1.914711  0.1036
9 H -1.103608 0.176201 1.638866  0.0320
10 H 2.067476 2.052955 -0.009142  0.0264
11 H 3.189036 1.710528 -1.028743  0.0318
12 H -1.055725 -1.776815 -0.171103  0.0695
13 H -2.533825 -0.423507 2.419324  0.0877
14 H 0.349093 0.565417 -1.003968  0.0411
15 H -2.682456 -2.136727 0.452709  0.0391
16 H -1.135004 -1.530569 2.296782  0.0557

Atomic forces in eV per Å
C -0.12 3.02 -1.18
C 0.67 -2.88 0.04
C -0.45 -3.30 3.45
C -1.13 -1.41 0.83
H -0.86 0.25 -1.30
H 0.26 0.53 -1.78
H 0.42 -2.70 0.58
H 0.07 2.17 0.05
H 0.98 0.46 0.08
H -1.69 2.34 1.14
H 2.40 0.17 -1.66
H -0.83 0.72 0.85
H 0.80 -0.71 -1.38
H -0.42 0.71 0.08
H -0.49 -0.04 -0.24
H 0.38 0.67 0.44

=====

3.
Formula: C5H10N2
Source: OMol25
Level of theory: ωB97M-V with the def2-TZVPD basis set

The energy above the lowest of the compared OMol25 structures with the same formula, charge and spin comes out at 425.65 kJ/mol. As for the spin multiplicity: 1. The value obtained for the lowest unoccupied orbital energy is 0.04167 Eh. As for the HOMO-LUMO gap: 9.56 eV. The value obtained for the max |F| is 2.81 eV/Å. As for the structure (SMILES): CN1[C@H]2CNC[C@@H]21. The value obtained for the calculated total energy is -8322.9217 eV.

Last column: Löwdin charge in e.
Element x y z (Å)
1 N -0.141480 -1.218731 -1.538461  -0.0555
2 N 0.648773 0.738057 1.113882  -0.0524
3 C -0.214459 1.658743 1.834492  -0.1006
4 C 0.767097 0.002120 -1.591237  -0.1184
5 C -0.730205 -1.440619 -0.229956  -0.1861
6 C 0.257669 0.641189 -0.286734  -0.2510
7 C 0.268106 -0.573484 0.573395  -0.2224
8 H -0.767917 -2.521644 0.022644  0.1172
9 H -0.261324 1.411397 2.911526  0.0853
10 H -1.299709 1.522203 1.519696  0.0958
11 H -0.754384 1.032215 -0.415715  0.1296
12 H -1.735433 -1.073824 -0.168223  0.0883
13 H 1.201703 -1.131677 0.503551  0.1302
14 H 0.092426 2.664789 1.661439  0.0718
15 H 0.268391 -2.045510 -1.859502  0.0719
16 H 1.804295 -0.285800 -1.584907  0.1017
17 H 0.596452 0.620576 -2.465889  0.0945

Atomic forces in eV per Å
N -0.43 1.15 -0.98
N 0.14 0.52 -0.19
C -2.12 -1.77 0.53
C -0.65 -0.04 0.85
C -0.23 0.15 1.32
C 0.63 -0.34 -0.59
C 0.02 -0.75 0.51
H 0.32 0.61 -0.08
H 0.55 0.22 -0.44
H 0.99 0.44 0.06
H 0.03 -0.11 -0.19
H -0.70 0.24 -0.01
H 0.08 0.21 0.05
H 0.29 0.66 -0.05
H 0.89 -1.09 -0.78
H 0.51 -0.04 0.20
H -0.33 -0.08 -0.19